C3H3NO2S | the ωB97M-V functional and the def2-TZVPD basis

The structure (SMILES) is O=S1#CNC=CO1. The value obtained for the largest force on an atom is 0.1023 hartree/bohr. The calculation puts the electronic energy at -719.35504 Eh. The calculation puts the lowest unoccupied orbital energy at -0.8 eV. The total charge is 0. Its energy above the lowest of the compared OMol25 structures with the same formula, charge and spin is 591.3 kJ/mol. The orbital gap comes out at 8.3 eV.

The geometry in XYZ format:
```
10
C3H3NO2S, DFT the ωB97M-V functional and the def2-TZVPD basis
C 0.8688 -1.6121 0.4770
O 2.1466 -0.2366 -1.0800
S 1.8925 -0.0391 0.3345
N -0.2911 -1.2021 0.1483
O 0.7858 1.7130 0.4714
C -0.3874 1.3028 0.1139
H -1.1298 2.0725 -0.1888
C -0.9242 0.0502 0.0516
H -1.9113 -0.0317 -0.5424
H -1.0499 -2.0169 0.2146
```

Taken from the Mulliken analysis, the atomic charges in e are:
1. C -0.10
2. O -0.42
3. S 0.54
4. N -0.11
5. O -0.55
6. C 0.20
7. H 0.28
8. C -0.33
9. H 0.20
10. H 0.31

---

C23H33N10O2RbS | the ωB97M-V functional and the def2-TZVPD basis

The value obtained for the largest force on an atom is 0.0061 hartree/bohr. The calculation puts the electronic energy at -2016.60118 Eh. The calculation puts the lowest unoccupied orbital energy at 0.0 eV. The total charge is 0. The orbital gap comes out at 5.8 eV.

The geometry in XYZ format:
```
70
C23H33N10O2RbS, DFT the ωB97M-V functional and the def2-TZVPD basis
H 3.4569 -3.9595 0.9412
N -4.6898 2.7120 1.3912
N -0.1037 -2.9601 4.4092
H -0.0801 5.1037 0.4046
C -2.7997 -3.8770 0.8530
H 2.3883 3.2672 0.5412
C 3.2125 -5.3219 -2.1354
H 1.3888 3.6801 -0.6946
N -2.6120 -2.4377 0.7065
H -4.2071 0.2904 1.7394
C -3.0928 -1.9368 -0.5670
C 0.0894 4.6013 1.3631
N 1.5227 3.0240 0.0675
H 1.7979 -1.7151 3.4317
C 3.3357 -3.9753 -0.1426
C -2.4312 4.3158 1.8211
C 2.1849 1.9966 -5.9149
H -0.6573 -3.8019 4.3758
H -2.5980 0.4536 2.2566
C 3.1827 -2.7508 -0.8252
H -2.4287 -2.2039 -1.3986
C 2.0817 2.5456 -4.6331
H 2.1472 2.1664 -2.5097
C 2.5759 -0.1478 -4.9532
C 0.8090 2.3353 2.2679
C 0.4207 3.1324 1.0216
H -1.0642 -0.7738 -0.2754
H -1.9985 -2.6623 3.0350
O -0.1664 1.9949 3.0842
H -2.6033 -4.3829 -0.0964
H -3.8209 -4.1078 1.1624
H 3.4810 -6.1243 -0.1612
H -1.1986 5.9865 2.3508
H -0.9023 4.5400 3.2901
H -5.5327 2.1901 1.5691
C 2.8448 -1.7120 -3.0544
S 2.8802 -1.8447 -4.8278
C -1.1002 4.9013 2.2783
H 0.9883 5.0525 1.7943
Rb 2.2591 -0.2054 0.4616
C 2.2266 1.7559 -3.5083
N -1.2252 -2.2478 2.5427
N 0.9894 -1.5598 2.8364
H 0.7744 -3.0912 4.8865
H 2.9348 -4.2329 -3.9435
H 1.8896 3.6052 -4.5244
C 2.4331 0.6460 -6.0855
O 1.9604 2.0469 2.4996
C -1.4949 -1.8077 1.2498
N -2.4491 2.8924 2.0934
H -3.1989 -0.8527 -0.5417
C -3.5126 2.2078 1.8927
C -0.0113 -2.2188 3.2353
C 2.4779 0.3932 -3.6640
H 3.2280 -6.2856 -2.6284
N -0.8119 -0.8856 0.7009
H 2.0711 2.6323 -6.7826
C 3.0371 -2.9163 -2.2192
C 3.0516 -4.1615 -2.8654
N 2.6386 -0.5066 -2.6301
H -2.1072 -4.2900 1.5806
C 3.3547 -5.2224 -0.7528
H 2.5146 0.2183 -7.0756
H -3.2403 4.8358 2.3552
H -4.8052 3.7099 1.4326
H -4.0731 -2.3709 -0.7614
H -1.0579 2.2793 2.7237
H -0.4628 2.6556 0.5891
N -3.5168 0.8695 2.1870
H -2.5746 4.5127 0.7493
```

Taken from the Mulliken analysis, the atomic charges in e are:
1. H 0.30
2. N -0.46
3. N -0.51
4. H 0.44
5. C -1.14
6. H 0.29
7. C -0.67
8. H 0.28
9. N 0.17
10. H 0.28
11. C -1.34
12. C -0.95
13. N -0.37
14. H 0.08
15. C -0.58
16. C -0.93
17. C -0.36
18. H 0.20
19. H 0.11
20. C -0.67
21. H 0.41
22. C -0.53
23. H 0.47
24. C 0.93
25. C 0.38
26. C 0.26
27. H 0.18
28. H 0.33
29. O -0.56
30. H 0.37
31. H 0.30
32. H 0.35
33. H 0.44
34. H 0.34
35. H 0.22
36. C 0.15
37. S -0.39
38. C -1.19
39. H 0.32
40. Rb 0.76
41. C -0.20
42. N -0.11
43. N -0.22
44. H 0.26
45. H 0.26
46. H 0.37
47. C -0.70
48. O -0.66
49. C -0.10
50. N -0.22
51. H 0.39
52. C 0.40
53. C 0.12
54. C -0.80
55. H 0.38
56. N -0.14
57. H 0.37
58. C 1.23
59. C -0.51
60. N -0.19
61. H 0.42
62. C -0.48
63. H 0.39
64. H 0.64
65. H 0.23
66. H 0.37
67. H 0.55
68. H 0.20
69. N -0.43
70. H 0.45

---

ClF2O4Sr4 | the ωB97M-V functional and the def2-TZVPD basis

The value obtained for the largest force on an atom is 0.3298 hartree/bohr. The calculation puts the electronic energy at -1081.15462 Eh. The calculation puts the lowest unoccupied orbital energy at -14.2 eV. The total charge is +5. Its energy above the lowest of the compared OMol25 structures with the same formula, charge and spin is 557.7 kJ/mol. The orbital gap comes out at 2.3 eV.

The geometry in XYZ format:
```
11
ClF2O4Sr4, DFT the ωB97M-V functional and the def2-TZVPD basis
O 0.1627 1.0966 1.3465
Sr -0.2352 8.0635 3.1543
Cl -0.5469 1.6941 0.2578
F 1.8470 -4.0588 0.2008
F -0.5265 -1.9508 -4.6636
O 0.0844 1.9986 -0.8217
Sr 0.7825 -3.9219 4.5325
O -1.7564 0.7102 0.2047
Sr -2.7900 -4.8866 -1.9791
Sr 3.9492 -1.6130 -3.0158
O -0.9707 2.8681 0.7835
```

Taken from the Mulliken analysis, the atomic charges in e are:
1. O -0.69
2. Sr 2.00
3. Cl 1.51
4. F -0.94
5. F -0.83
6. O -0.48
7. Sr 1.95
8. O -0.69
9. Sr 1.87
10. Sr 1.94
11. O -0.64

---

C28H33AuN4O2S2 | the ωB97M-V functional and the def2-TZVPD basis

The value obtained for the largest force on an atom is 0.0075 hartree/bohr. The calculation puts the electronic energy at -2387.83713 Eh. The calculation puts the lowest unoccupied orbital energy at -6.4 eV. The total charge is +2. Its energy above the lowest of the compared OMol25 structures with the same formula, charge and spin is 41.0 kJ/mol. The orbital gap comes out at 6.1 eV.

The geometry in XYZ format:
```
70
C28H33AuN4O2S2, DFT the ωB97M-V functional and the def2-TZVPD basis
H 2.0604 0.2174 4.2564
H 0.6752 -2.6201 -5.3552
H -2.6546 0.8024 -3.6751
H -0.6105 -3.0992 -6.4476
H -4.7875 1.4659 -0.0142
H -2.7355 -7.1686 -2.8215
C -2.7470 0.8792 0.1120
C 1.0689 2.1860 -1.9941
C 1.7998 1.2581 4.1082
H -4.7678 1.4299 -2.5226
H 0.3211 3.8471 5.7013
C -3.8963 1.2139 -0.5700
H 0.8960 1.4694 6.0345
H 4.7932 -0.3015 1.6131
C -2.3700 -0.3149 3.1669
H -1.7877 0.5629 3.4325
C -3.6705 -0.4487 3.6132
H 0.0790 -2.0962 1.5899
H 0.8938 4.9897 3.5905
C -1.7362 -6.8632 -3.1329
C -2.7031 0.8535 -2.5963
H -2.7660 -5.0383 -1.6192
C -0.2846 0.2168 -2.5705
H -0.5174 -0.3200 -3.4865
C -0.4086 -2.6107 -5.4951
C -3.7860 -2.6309 2.5858
O 1.0069 1.9302 -0.7773
H 2.0116 3.3715 -3.5379
C 1.7909 3.4066 -2.4734
H -1.0291 -7.1813 -2.3646
N -1.6090 0.5622 -0.5144
C -1.0711 -3.3410 -4.3690
C -3.8783 1.1976 -1.9532
Au 0.1568 0.1951 0.4714
C -1.0505 -4.7518 -4.3543
H -2.0190 -3.3053 1.5863
H 0.3350 -0.4529 -1.9694
H -0.5801 -5.3144 -5.1462
H 2.7152 3.5167 -1.9109
S 2.9078 1.0900 1.5766
N 0.4737 1.4150 -2.9104
C 0.8226 3.3021 4.9129
H -2.7296 0.8596 1.1907
H 1.1689 4.2796 -2.2700
C -1.7727 -1.3222 2.3944
H -1.4878 -7.3752 -4.0584
N -1.6441 -2.6133 -3.4285
C 1.7931 3.2511 2.7172
C 1.1441 3.9469 3.7285
C -1.5754 0.5445 -1.8611
C 1.1448 1.9599 5.1033
N -2.2428 -4.6090 -2.3706
S -3.1246 -2.4321 -1.2001
H 2.0434 3.7347 1.7813
C -4.3796 -1.6086 3.3149
H 4.9545 1.0881 2.7230
H -0.7578 -1.5819 -5.5365
C 4.2920 0.2986 2.3697
H 0.5268 1.6943 -3.8761
H 0.2520 -0.7176 2.7499
H -4.3347 -3.5418 2.3903
C -0.3792 -1.2060 2.0131
H -5.3911 -1.7270 3.6801
H 3.9487 -0.3235 3.1922
O 2.0138 -0.1623 1.2685
C 2.1204 1.9173 2.9233
C -2.2785 -3.2305 -2.3984
C -2.4959 -2.4864 2.1076
C -1.6627 -5.3850 -3.3156
H -4.1287 0.3293 4.2087
```

Taken from the Mulliken analysis, the atomic charges in e are:
1. H 0.31
2. H 0.29
3. H 0.44
4. H 0.47
5. H 0.50
6. H 0.41
7. C 0.02
8. C 0.61
9. C -0.22
10. H 0.46
11. H 0.44
12. C -0.72
13. H 0.45
14. H 0.44
15. C -0.36
16. H 0.39
17. C -0.43
18. H 0.68
19. H 0.43
20. C -1.41
21. C -0.71
22. H 0.29
23. C -1.95
24. H 0.30
25. C -1.42
26. C -0.60
27. O -0.61
28. H 0.38
29. C -1.16
30. H 0.31
31. N 0.03
32. C 1.05
33. C -0.52
34. Au 1.13
35. C -0.92
36. H 0.41
37. H 0.34
38. H 0.43
39. H 0.34
40. S 0.48
41. N 0.14
42. C -0.47
43. H 0.31
44. H 0.29
45. C 0.72
46. H 0.37
47. N -0.18
48. C -0.28
49. C -0.68
50. C 1.47
51. C -0.80
52. N 0.01
53. S -0.26
54. H 0.42
55. C -0.50
56. H 0.44
57. H 0.30
58. C -1.14
59. H 0.31
60. H 0.30
61. H 0.42
62. C -1.18
63. H 0.44
64. H 0.35
65. O -0.62
66. C 0.69
67. C -0.35
68. C -0.55
69. C 0.77
70. H 0.45

---

Look up the orbital gap of the first one.
8.3 eV

---

Number 3 is which compound?
ClF2O4Sr4

---

Which value of lowest unoccupied orbital energy does entry 3 give?
-14.2 eV